Run one
DFT (ωB97M-V/def2-TZVPD) results for 2 unconnected molecules or ions with the total composition CH3NO3.

SMILES string = O=C=O.NO
multiplicity = 1

XYZ file:
```
8
Properties=species:S:1:pos:R:3:mulliken_charge:R:1
C 2.08 -0.43 -0.13 0.70
N -1.71 0.21 -0.25 -0.42
O 2.26 -1.55 -0.03 -0.37
O 1.98 0.69 -0.28 -0.33
O -0.53 0.14 0.67 -0.43
H -0.61 -0.48 1.37 0.33
H -2.05 1.27 -0.14 0.27
H -1.43 0.14 -1.22 0.25
```



Run two
DFT (ωB97M-V/def2-TZVPD) results for 2 unconnected molecules or ions with the total composition CH3NO3.

multiplicity = 1

XYZ file:
```
8
Properties=species:S:1:pos:R:3:mulliken_charge:R:1
C -0.06 0.12 -0.46 -0.30
N 0.85 2.95 -0.03 0.91
O 1.33 2.58 0.94 -0.40
O 0.77 3.80 -0.79 -0.41
O -0.51 1.32 -0.78 -0.39
H -0.77 -0.30 0.26 0.19
H 1.00 0.32 0.07 0.18
H -0.02 -0.42 -1.34 0.23
```



Stability ranking, top entry: run one; the second entry is 118.0 kcal/mol less favorable.



Run one
DFT (ωB97M-V/def2-TZVPD) results for a single CH3NO3 molecule.

SMILES string = O=[N+]([O-])CO
multiplicity = 1

XYZ file:
```
8
Properties=species:S:1:pos:R:3:mulliken_charge:R:1
C -0.66 -0.36 0.18 -0.23
N 1.12 -0.04 0.01 0.79
O 1.37 1.12 -0.18 -0.56
O 1.83 -0.98 0.02 -0.53
O -1.27 0.82 0.30 -0.42
H -0.64 -0.90 -0.88 0.25
H -0.89 -0.95 1.02 0.33
H -0.85 1.29 -0.47 0.37
```



Run two
DFT (ωB97M-V/def2-TZVPD) results for 2 unconnected molecules or ions with the total composition CH3NO3.

multiplicity = 1

XYZ file:
```
8
Properties=species:S:1:pos:R:3:mulliken_charge:R:1
C 0.42 0.15 -0.59 -0.41
N 0.77 0.61 0.63 0.87
O 0.36 1.74 0.90 -0.48
O 1.25 -0.16 1.43 -0.49
O -1.81 -0.86 0.17 -0.53
H 0.04 0.87 -1.32 0.33
H 0.62 -0.94 -0.67 0.41
H -1.65 -1.42 -0.55 0.29
```



Run three
DFT (ωB97M-V/def2-TZVPD) results for a single CH3NO3 molecule.

SMILES string = NC(=O)OO
multiplicity = 1

XYZ file:
```
8
Properties=species:S:1:pos:R:3:mulliken_charge:R:1
C -0.13 0.20 -0.17 0.61
N 0.75 1.14 -0.53 -0.36
O -1.42 0.29 -0.48 -0.64
O -0.48 -1.81 1.00 -0.31
O 0.40 -0.78 0.59 -0.17
H 0.64 1.60 -1.43 0.28
H 1.59 0.79 -0.18 0.24
H -1.36 -1.44 1.21 0.35
```



Run four
DFT (ωB97M-V/def2-TZVPD) results for a single CH3NO3 molecule.

SMILES string = O=[N+]([O-])CO
multiplicity = 1

XYZ file:
```
8
Properties=species:S:1:pos:R:3:mulliken_charge:R:1
C -0.45 0.45 0.04 -0.15
N 0.97 -0.06 -0.01 0.93
O 1.12 -1.23 0.13 -0.57
O 1.78 0.81 0.02 -0.54
O -1.30 -0.74 0.04 -0.49
H -0.69 1.06 0.90 0.25
H -0.49 1.26 -0.82 0.23
H -0.95 -1.54 -0.32 0.34
```



Stability ranking, top entry: run three; the second entry is 21.7 kcal/mol less favorable.



Run one
DFT (ωB97M-V/def2-TZVPD) results for 2 unconnected molecules or ions with the total composition C42H52N4O4S.

SMILES string = CC(C)(C)c1cccc(C(C)(C)C)c1N1C=CN(c2c(C(C)(C)C)cccc2C(C)(C)C)C1=Cc1ccccc1.O=[N+]([O-])c1csc([N+](=O)[O-])c1
multiplicity = 1

XYZ file:
```
103
Properties=species:S:1:pos:R:3:mulliken_charge:R:1
C 1.61 -2.51 -2.48 -1.47
C 2.39 -1.23 -2.70 2.31
C 3.60 -1.24 -1.76 -1.59
C 2.92 -1.25 -4.14 -1.92
C 1.58 0.08 -2.50 0.08
C 2.32 1.26 -2.68 -0.35
C 1.71 2.51 -2.62 -1.54
C 0.33 2.60 -2.44 -0.45
C -0.49 1.46 -2.42 -0.14
C -2.01 1.69 -2.77 2.43
C -3.04 1.06 -1.84 -1.73
C -2.24 1.22 -4.21 -1.75
C -2.37 3.18 -2.70 -2.23
C 0.19 0.20 -2.22 0.14
N -0.45 -0.85 -1.48 1.41
C -0.11 -1.18 -0.17 -0.43
C 1.05 -0.73 0.45 -1.60
C 1.50 -1.27 1.72 0.11
C 1.36 -2.65 2.00 0.15
C 1.57 -3.14 3.28 -0.60
C 1.97 -2.27 4.29 -0.79
C 2.23 -0.93 4.00 -0.57
C 2.04 -0.43 2.72 -0.86
N -1.22 -1.77 0.38 1.93
C -1.50 -2.03 1.77 -0.90
C -1.59 -0.97 2.72 -0.15
C -1.79 0.57 2.44 2.99
C -1.23 1.42 3.59 -2.19
C -3.30 0.81 2.30 -1.99
C -1.15 1.13 1.20 -0.40
C -1.71 -1.31 4.08 0.08
C -2.07 -2.59 4.47 -1.41
C -2.22 -3.57 3.50 -0.59
C -1.81 -3.37 2.17 0.60
C -1.76 -4.71 1.36 2.03
C -0.98 -5.76 2.19 -1.81
C -1.08 -4.71 0.01 -1.86
C -3.20 -5.21 1.20 -1.75
C -2.13 -2.01 -0.64 -1.14
C -1.62 -1.51 -1.78 -1.45
H 0.74 -2.59 -3.14 0.19
H 2.27 -3.37 -2.68 0.61
H 1.30 -2.60 -1.43 0.14
H 4.27 -0.39 -1.95 0.37
H 3.26 -1.18 -0.72 0.14
H 4.17 -2.16 -1.90 0.48
H 3.53 -0.37 -4.36 0.34
H 3.53 -2.15 -4.32 0.48
H 2.07 -1.28 -4.84 0.41
H 3.40 1.22 -2.86 0.48
H 2.30 3.41 -2.70 0.70
H -0.09 3.60 -2.33 0.34
H -2.79 1.26 -0.80 0.39
H -4.01 1.52 -2.02 0.65
H -3.19 -0.01 -2.01 0.38
H -1.61 1.81 -4.89 0.38
H -1.98 0.16 -4.34 0.30
H -3.28 1.36 -4.51 0.42
H -1.85 3.77 -3.46 0.44
H -3.45 3.31 -2.86 0.45
H -2.15 3.58 -1.70 0.39
H 1.55 0.11 -0.01 1.05
H 1.09 -3.31 1.17 0.69
H 1.43 -4.21 3.48 0.32
H 2.09 -2.65 5.30 0.42
H 2.58 -0.26 4.79 0.39
H 2.25 0.60 2.46 0.47
H -0.21 1.09 3.84 0.34
H -1.16 2.47 3.28 0.47
H -1.87 1.39 4.48 0.47
H -3.70 0.25 1.45 0.33
H -3.84 0.50 3.20 0.45
H -3.51 1.88 2.13 0.45
H -1.46 0.60 0.30 -1.82
H -1.46 2.18 1.06 0.85
H -0.06 1.13 1.26 0.31
H -1.59 -0.56 4.86 0.26
H -2.27 -2.82 5.51 0.41
H -2.59 -4.55 3.80 0.33
H -1.46 -6.00 3.14 0.34
H -0.90 -6.69 1.62 0.53
H 0.03 -5.39 2.40 0.31
H -1.71 -4.32 -0.79 0.31
H -0.11 -4.20 0.04 0.32
H -0.86 -5.75 -0.27 0.61
H -3.80 -4.49 0.64 0.31
H -3.22 -6.17 0.65 0.43
H -3.68 -5.38 2.17 0.33
H -3.08 -2.48 -0.43 0.66
H -1.99 -1.57 -2.80 0.62
O 2.95 10.10 -1.08 -0.56
N 2.19 9.22 -1.54 0.96
O 1.18 9.45 -2.25 -0.58
C 2.48 7.86 -1.23 -0.06
C 3.49 7.46 -0.41 -0.28
C 3.38 6.06 -0.24 -0.47
N 4.43 5.25 0.25 0.95
O 4.30 4.01 0.11 -0.56
O 5.42 5.79 0.78 -0.58
C 2.28 5.45 -0.89 -0.19
S 1.40 6.57 -1.80 0.00
H 4.26 8.10 0.01 0.52
H 2.03 4.41 -0.86 0.85
```



Run two
DFT (ωB97M-V/def2-TZVPD) results for 2 unconnected molecules or ions with the total composition C42H52N4O4S.

SMILES string = CC(C)(C)c1cccc(C(C)(C)C)c1N1C=CN(c2c(C(C)(C)C)cccc2C(C)(C)C)C1=Cc1ccccc1.O=[N+]([O-])c1csc([N+](=O)[O-])c1
multiplicity = 1

XYZ file:
```
103
Properties=species:S:1:pos:R:3:mulliken_charge:R:1
C -0.90 1.90 -3.48 -1.77
C -1.78 2.45 -2.37 2.36
C -1.01 3.56 -1.65 -1.85
C -3.03 3.07 -3.02 -1.94
C -2.26 1.42 -1.31 0.46
C -3.01 1.93 -0.25 -0.59
C -3.49 1.07 0.73 -1.86
C -3.33 -0.31 0.60 0.21
C -2.79 -0.87 -0.56 -0.35
C -3.17 -2.32 -0.94 2.34
C -2.10 -3.34 -0.58 -1.48
C -3.52 -2.40 -2.43 -1.66
C -4.45 -2.75 -0.19 -1.90
C -1.97 0.03 -1.30 -0.10
N -0.64 -0.35 -1.62 1.46
C 0.44 0.12 -0.87 1.20
C 0.28 0.98 0.21 -1.35
C 1.42 1.68 0.78 0.52
C 2.41 2.24 -0.06 0.09
C 3.63 2.64 0.48 -0.93
C 3.82 2.60 1.87 -0.71
C 2.79 2.18 2.72 -0.56
C 1.55 1.81 2.19 -0.27
N 1.50 -0.70 -1.15 1.95
C 2.78 -0.76 -0.49 -0.88
C 2.87 -1.14 0.88 -0.02
C 1.88 -2.06 1.67 2.69
C 2.15 -1.91 3.17 -2.33
C 2.16 -3.51 1.25 -1.96
C 0.41 -1.75 1.49 -0.37
C 4.08 -0.85 1.52 0.00
C 5.26 -0.78 0.80 -1.50
C 5.18 -0.78 -0.59 -0.89
C 3.96 -0.55 -1.24 0.61
C 4.11 -0.12 -2.73 2.20
C 5.27 0.88 -2.87 -1.62
C 2.89 0.52 -3.37 -1.62
C 4.49 -1.35 -3.57 -1.71
C 1.10 -1.63 -2.12 -1.10
C -0.20 -1.42 -2.38 -1.44
H -1.40 1.11 -4.06 0.19
H -0.69 2.72 -4.18 0.55
H 0.06 1.53 -3.09 0.30
H -1.67 4.09 -0.95 0.40
H -0.18 3.13 -1.08 0.41
H -0.63 4.27 -2.39 0.44
H -3.67 3.55 -2.27 0.33
H -2.72 3.82 -3.75 0.49
H -3.61 2.30 -3.54 0.40
H -3.19 3.01 -0.16 0.41
H -4.01 1.48 1.59 0.64
H -3.68 -0.95 1.42 -0.29
H -1.83 -3.27 0.48 0.15
H -2.49 -4.35 -0.77 0.62
H -1.19 -3.21 -1.18 0.27
H -4.38 -1.76 -2.65 0.40
H -2.69 -2.10 -3.08 0.18
H -3.80 -3.43 -2.68 0.44
H -5.27 -2.04 -0.37 0.41
H -4.80 -3.73 -0.54 0.44
H -4.30 -2.84 0.89 0.34
H -0.72 1.11 0.60 -0.15
H 2.18 2.36 -1.12 0.45
H 4.43 2.98 -0.18 0.28
H 4.78 2.92 2.30 0.36
H 2.94 2.15 3.80 0.41
H 0.68 1.59 2.81 0.34
H 2.09 -0.85 3.46 0.38
H 1.39 -2.45 3.75 0.43
H 3.13 -2.31 3.43 0.48
H 1.94 -3.67 0.19 0.28
H 3.21 -3.76 1.43 0.39
H 1.54 -4.20 1.84 0.46
H 0.06 -1.88 0.46 -0.72
H -0.18 -2.44 2.12 1.04
H 0.17 -0.74 1.82 -0.63
H 4.15 -0.75 2.61 0.43
H 6.23 -0.74 1.31 0.39
H 6.10 -0.90 -1.18 0.38
H 6.24 0.42 -2.65 0.39
H 5.31 1.24 -3.91 0.48
H 5.13 1.75 -2.22 0.23
H 2.12 -0.22 -3.62 0.31
H 2.48 1.33 -2.75 0.01
H 3.20 0.97 -4.33 0.61
H 3.68 -2.09 -3.55 0.27
H 4.65 -1.04 -4.61 0.46
H 5.40 -1.81 -3.20 0.33
H 1.79 -2.35 -2.52 0.45
H -0.85 -1.92 -3.09 0.57
O -7.16 0.27 6.07 -0.56
N -6.40 -0.41 5.34 0.96
O -6.70 -1.53 4.86 -0.58
C -5.10 0.09 5.01 -0.05
C -4.61 1.34 5.28 -0.46
C -3.39 1.51 4.58 -0.31
N -2.93 2.78 4.14 1.01
O -2.07 2.79 3.23 -0.52
O -3.41 3.81 4.66 -0.60
C -2.97 0.38 3.83 0.01
S -4.07 -0.90 3.97 0.02
H -5.09 2.10 5.88 0.55
H -2.06 0.31 3.25 0.58
```



Stability ranking, top entry: run one; the second entry is 9.8 kcal/mol less favorable.



Run one
DFT (ωB97M-V/def2-TZVPD) results for 2 unconnected molecules or ions with the total composition C6H11N3O.

SMILES string = Cc1c[nH]cn1.CC(N)=O
multiplicity = 1

XYZ file:
```
21
Properties=species:S:1:pos:R:3:mulliken_charge:R:1
C -2.26 -0.99 0.87 -0.87
C -1.01 -1.70 0.49 0.45
C 0.14 -3.30 -0.66 -0.13
C 0.26 -1.55 0.87 -0.36
N -1.08 -2.83 -0.55 -0.59
N 1.03 -2.49 0.04 -0.14
H 0.40 -4.17 -1.26 0.40
H -3.13 -1.69 1.23 0.30
H -2.56 -0.39 -0.12 0.18
H 2.10 -2.43 0.15 0.27
H 0.84 -0.97 1.72 0.26
H -2.07 -0.18 1.65 0.25
C 1.53 3.31 -0.37 -1.05
C 0.68 2.16 0.05 0.67
O 0.78 1.56 1.08 -0.54
N -0.21 1.82 -0.97 -0.32
H -0.67 0.96 -0.95 0.16
H -0.35 2.26 -1.84 0.18
H 1.76 3.73 0.57 0.29
H 1.33 3.97 -1.22 0.32
H 2.48 2.90 -0.80 0.27
```



Run two
DFT (ωB97M-V/def2-TZVPD) results for 2 unconnected molecules or ions with the total composition C6H11N3O.

SMILES string = C=C1NN=NO1.C=C(C)C
multiplicity = 1

XYZ file:
```
21
Properties=species:S:1:pos:R:3:mulliken_charge:R:1
C -0.57 -0.60 -2.62 0.45
C -0.21 0.08 -3.69 -0.90
C 1.10 -0.85 1.83 -1.23
C 0.97 1.47 0.89 -1.45
C -0.85 0.74 2.20 -1.19
C 0.51 0.45 1.60 1.22
N -0.43 -0.14 -1.29 0.10
N -1.14 -2.11 -1.09 -0.40
N -0.80 -1.13 -0.48 0.17
O -1.18 -1.89 -2.53 -0.18
H -0.36 -0.34 -4.64 0.35
H 0.26 1.17 -3.59 0.19
H 2.00 -1.20 1.27 0.29
H 1.34 -0.90 2.84 0.41
H 0.30 -1.69 1.63 0.24
H 0.00 0.67 -0.92 0.27
H 1.91 1.44 0.39 0.40
H 0.58 2.52 0.83 0.30
H -1.41 -0.20 2.08 0.33
H -0.88 0.79 3.38 0.30
H -1.14 1.72 1.90 0.34
```



Stability ranking, top entry: run one; the second entry is 85.3 kcal/mol less favorable.